The following is a quantum chemistry calculation of C52H41BaN2O7P2S2 as an isolated structure, from OMol25.

Cartesian coordinates (Å):
Ba (1.1178, -1.8978, -0.9095)
O (1.2528, 2.4964, -0.5490)
C (2.6351, 2.6591, -0.6758)
C (3.2262, 2.5115, -1.9267)
C (4.5722, 2.7561, -2.0945)
C (5.3383, 3.1523, -1.0025)
C (4.7440, 3.2390, 0.2389)
C (3.3787, 2.9857, 0.4415)
P (2.9704, 3.0552, 2.2308)
C (1.2458, 2.5506, 2.5840)
C (0.7325, 1.3131, 2.2077)
C (-0.4585, 0.8541, 2.7576)
C (-1.1595, 1.6072, 3.6866)
C (-0.6544, 2.8431, 4.0690)
C (0.5381, 3.3014, 3.5310)
C (2.8004, 4.8883, 2.3084)
C (3.6308, 5.6156, 3.1500)
C (3.5516, 7.0058, 3.2051)
C (2.6357, 7.6784, 2.4163)
C (1.7961, 6.9598, 1.5675)
C (1.8815, 5.5811, 1.5143)
C (0.4357, 3.1172, -1.4744)
C (0.7505, 4.3999, -1.9408)
C (-0.0854, 5.0396, -2.8329)
C (-1.2506, 4.4156, -3.2653)
C (-1.5764, 3.1741, -2.7544)
C (-0.7522, 2.4995, -1.8456)
P (-1.3285, 0.9652, -0.9957)
C (-2.3872, 1.7533, 0.2818)
C (-2.1221, 3.0185, 0.7988)
C (-2.8981, 3.5379, 1.8262)
C (-3.9472, 2.8026, 2.3547)
C (-4.2055, 1.5291, 1.8644)
C (-3.4260, 1.0078, 0.8438)
C (-2.5436, 0.3283, -2.2130)
C (-3.8837, 0.7054, -2.3006)
C (-4.7125, 0.1460, -3.2611)
C (-4.2136, -0.7983, -4.1494)
C (-2.8817, -1.1746, -4.0799)
C (-2.0556, -0.6121, -3.1172)
H (2.6228, 2.1745, -2.7582)
H (5.0266, 2.6132, -3.0662)
H (6.3990, 3.3382, -1.1080)
H (5.3565, 3.4818, 1.1010)
H (1.2471, 0.6818, 1.4893)
H (-0.8374, -0.1108, 2.4506)
H (-2.0885, 1.2334, 4.0991)
H (-1.1785, 3.4541, 4.7942)
H (0.9271, 4.2530, 3.8712)
H (4.3469, 5.0888, 3.7703)
H (4.2074, 7.5565, 3.8682)
H (2.5723, 8.7588, 2.4554)
H (1.0764, 7.4806, 0.9475)
H (1.2274, 5.0238, 0.8513)
H (1.6571, 4.8781, -1.6002)
H (0.1752, 6.0282, -3.1909)
H (-1.9086, 4.9011, -3.9743)
H (-2.4986, 2.7069, -3.0668)
H (-1.2989, 3.6058, 0.4145)
H (-2.6695, 4.5208, 2.2191)
H (-4.5524, 3.2126, 3.1535)
H (-5.0107, 0.9355, 2.2794)
H (-3.6199, 0.0012, 0.4898)
H (-4.2823, 1.4414, -1.6134)
H (-5.7519, 0.4463, -3.3130)
H (-4.8663, -1.2479, -4.8873)
H (-2.4829, -1.9289, -4.7445)
H (-1.0213, -0.9324, -3.0804)
C (2.4371, -9.1801, -1.7703)
C (1.6752, -7.8903, -1.9053)
C (0.4092, -7.8556, -2.4674)
C (-0.2775, -6.6543, -2.6107)
C (0.3044, -5.4765, -2.1809)
C (1.5784, -5.4878, -1.6070)
C (2.2473, -6.6898, -1.4786)
S (-0.5890, -3.9493, -2.3403)
O (0.3797, -2.9984, -2.9221)
O (-1.7564, -4.2268, -3.1442)
N (-0.8383, -3.4381, -0.8916)
C (-1.6418, -4.0827, 0.0336)
C (-2.6180, -5.0161, -0.2222)
C (-3.3926, -5.5594, 0.8282)
C (-3.1961, -5.1871, 2.1239)
C (-2.1799, -4.2456, 2.4311)
C (-1.8995, -3.8369, 3.7569)
C (-0.8809, -2.9651, 3.9937)
C (-0.1296, -2.4960, 2.8922)
N (-0.3754, -2.8234, 1.6530)
C (-1.3981, -3.6955, 1.3995)
H (1.8437, -10.0283, -2.1110)
H (2.7215, -9.3597, -0.7321)
H (3.3567, -9.1538, -2.3579)
H (-0.0501, -8.7767, -2.8077)
H (-1.2578, -6.6236, -3.0660)
H (2.0988, -4.5987, -1.2530)
H (3.2385, -6.6918, -1.0405)
H (-2.8272, -5.3088, -1.2412)
H (-4.1631, -6.2803, 0.5823)
H (-3.7953, -5.5975, 2.9277)
H (-2.4977, -4.2363, 4.5683)
H (-0.6349, -2.6276, 4.9913)
H (0.7110, -1.8279, 3.0528)
O (5.0733, -0.8854, -0.3210)
S (3.6531, -1.1255, -0.2644)
O (3.3113, -2.6126, -0.2956)
O (2.9567, -0.5831, 0.9222)
O (2.9376, -0.5351, -1.4667)

Cartesian forces (eV/Å) of the 2 atoms listed first:
-1.60 1.73 1.83
-0.20 -0.11 -0.22

Computed properties:
charge: -1
energy above the lowest of the compared OMol25 structures with the same formula, charge and spin: 13.3 kcal per mole
Kohn-Sham gap: 8.0 eV

=====

The following is a quantum chemistry calculation of a 4-piece molecular cluster, C52H42ClN2O8 overall, from OMol25.

Cartesian coordinates (Å):
C (5.9546, -10.2478, 0.4980)
O (5.4018, -9.5324, -0.6177)
C (4.8256, -8.3258, -0.2910)
N (3.3378, -8.4974, -0.1040)
C (2.6330, -7.4716, 0.1465)
C (1.1916, -7.8917, 0.3428)
C (0.0920, -7.0266, -0.3357)
C (-0.6508, -6.2726, 0.7719)
O (-0.1867, -5.4063, 1.3481)
Cl (-2.2878, -6.8386, 1.1785)
C (1.1920, -9.4504, 0.2990)
C (0.0187, -10.2463, -0.2964)
C (-0.9005, -10.9238, 0.7531)
N (-2.3099, -10.4768, 0.6462)
C (2.6316, -9.7720, -0.1896)
H (6.1757, -9.6122, 1.3620)
H (5.2883, -11.0714, 0.7876)
H (6.8923, -10.7166, 0.1871)
H (5.0094, -7.6486, -1.1331)
H (5.2386, -7.8565, 0.6101)
H (3.0248, -6.4613, 0.2259)
H (1.0610, -7.6743, 1.4185)
H (-0.6336, -7.5885, -0.9273)
H (0.5459, -6.2973, -1.0153)
H (1.2047, -9.7483, 1.3546)
H (0.4601, -11.0652, -0.8828)
H (-0.6137, -9.6913, -0.9974)
H (-0.8647, -12.0120, 0.6281)
H (-0.5671, -10.7299, 1.7848)
H (-2.3524, -9.5701, 0.1903)
H (-2.6553, -10.3207, 1.5881)
H (3.0786, -10.5610, 0.4176)
H (2.5833, -10.1953, -1.2017)
C (-1.5968, -2.8080, 2.1829)
C (-0.7472, -3.2625, 3.1875)
C (0.1056, -2.3787, 3.8265)
C (0.1240, -1.0388, 3.4569)
C (-0.7110, -0.5882, 2.4344)
C (-1.5790, -1.4759, 1.8068)
C (-0.6704, 0.8312, 1.9919)
O (-1.4011, 1.2219, 1.0995)
C (0.2841, 1.7555, 2.6544)
C (0.3712, 3.0728, 2.2214)
C (1.2475, 3.9503, 2.8376)
C (2.0359, 3.5164, 3.8988)
C (1.9566, 2.2027, 4.3341)
C (1.0884, 1.3158, 3.7096)
C (1.0357, -0.0977, 4.1645)
O (1.7225, -0.4827, 5.0891)
H (-2.2703, -3.4983, 1.6897)
H (-0.7539, -4.3044, 3.4725)
H (0.7621, -2.7305, 4.6118)
H (-2.2365, -1.1250, 1.0220)
H (-0.2445, 3.4132, 1.4015)
H (1.3155, 4.9746, 2.4931)
H (2.7154, 4.2049, 4.3847)
H (2.5728, 1.8665, 5.1576)
C (-0.8531, 1.8148, -3.0808)
C (-0.6697, 2.2397, -1.7669)
C (0.1126, 3.3525, -1.5061)
C (0.7228, 4.0372, -2.5492)
C (0.5571, 3.5964, -3.8630)
C (-0.2417, 2.4897, -4.1253)
C (1.2415, 4.2888, -4.9879)
O (1.0951, 3.9083, -6.1319)
C (2.1163, 5.4523, -4.6788)
C (2.8087, 6.0783, -5.7084)
C (3.6160, 7.1705, -5.4361)
C (3.7287, 7.6487, -4.1341)
C (3.0452, 7.0255, -3.1032)
C (2.2448, 5.9208, -3.3692)
C (1.5441, 5.2401, -2.2483)
O (1.6435, 5.6532, -1.1094)
H (-1.4722, 0.9505, -3.2878)
H (-1.1386, 1.7033, -0.9508)
H (0.2536, 3.6888, -0.4907)
H (-0.3820, 2.1545, -5.1447)
H (2.7197, 5.7102, -6.7220)
H (4.1582, 7.6537, -6.2391)
H (4.3546, 8.5069, -3.9245)
H (3.1370, 7.3953, -2.0904)
C (-3.8946, 3.6444, 1.0634)
C (-4.7789, 3.6588, -0.0109)
C (-5.0518, 4.8466, -0.6695)
C (-4.4497, 6.0274, -0.2503)
C (-3.5803, 6.0157, 0.8421)
C (-3.2979, 4.8191, 1.4891)
C (-2.9623, 7.2761, 1.3357)
O (-2.2021, 7.2640, 2.2833)
C (-3.3023, 8.5505, 0.6484)
C (-2.7802, 9.7459, 1.1284)
C (-3.0786, 10.9378, 0.4892)
C (-3.8935, 10.9406, -0.6389)
C (-4.4208, 9.7531, -1.1185)
C (-4.1355, 8.5561, -0.4726)
C (-4.7366, 7.2928, -0.9785)
O (-5.4501, 7.2939, -1.9610)
H (-3.6735, 2.7146, 1.5719)
H (-5.2529, 2.7409, -0.3353)
H (-5.7354, 4.8570, -1.5084)
H (-2.6138, 4.8068, 2.3281)
H (-2.1437, 9.7453, 2.0035)
H (-2.6750, 11.8683, 0.8679)
H (-4.1200, 11.8726, -1.1412)
H (-5.0581, 9.7568, -1.9930)

Cartesian forces (eV/Å) of the 2 atoms listed first:
0.26 -0.86 0.03
0.16 0.41 0.74

Computed properties:
charge: +1
Kohn-Sham gap: 6.2 eV

=====

The following is a quantum chemistry calculation of C52H44Cl2GeMnNP2S2Te as an isolated structure, from OMol25.

Cartesian coordinates (Å):
Mn (0.7590, 0.2814, -1.1690)
S (-1.1160, 1.8125, -1.5756)
P (-1.9465, 0.1273, -0.7787)
C (-0.7928, -1.1290, -0.9099)
P (-0.6704, -1.9191, -2.4451)
S (0.6711, -1.0932, -3.6647)
C (-0.1979, -3.6535, -2.0779)
C (-0.4945, -4.2189, -0.8412)
C (-0.1858, -5.5530, -0.5850)
C (0.4270, -6.3257, -1.5622)
C (0.7367, -5.7617, -2.7953)
C (0.4259, -4.4321, -3.0500)
C (-2.2250, -2.1596, -3.3787)
C (-3.0272, -3.2867, -3.1952)
C (-4.2020, -3.4425, -3.9221)
C (-4.5887, -2.4700, -4.8337)
C (-3.7952, -1.3428, -5.0211)
C (-2.6169, -1.1904, -4.3007)
C (-2.3007, 0.3007, 1.0266)
C (-3.2781, 1.1880, 1.4790)
C (-3.6431, 1.2269, 2.8172)
C (-3.0444, 0.3602, 3.7234)
C (-2.0671, -0.5234, 3.2860)
C (-1.6895, -0.5484, 1.9445)
C (-3.6784, -0.0311, -1.3478)
C (-4.4344, -1.1229, -0.9151)
C (-5.7714, -1.2313, -1.2647)
C (-6.3682, -0.2442, -2.0443)
C (-5.6206, 0.8397, -2.4806)
C (-4.2732, 0.9408, -2.1409)
H (-0.9517, -3.5925, -0.0838)
H (-0.4231, -5.9876, 0.3792)
H (0.6684, -7.3632, -1.3631)
H (1.2241, -6.3581, -3.5567)
H (0.6809, -3.9823, -4.0026)
H (-2.7320, -4.0514, -2.4885)
H (-4.8140, -4.3249, -3.7764)
H (-5.5065, -2.5895, -5.3984)
H (-4.0935, -0.5820, -5.7324)
H (-1.9878, -0.3221, -4.4524)
H (-3.7547, 1.8629, 0.7760)
H (-4.3997, 1.9268, 3.1523)
H (-3.3441, 0.3702, 4.7652)
H (-1.6083, -1.2084, 3.9915)
H (-0.9432, -1.2427, 1.5753)
H (-3.9703, -1.8835, -0.2943)
H (-6.3516, -2.0829, -0.9292)
H (-7.4140, -0.3270, -2.3150)
H (-6.0811, 1.6056, -3.0933)
H (-3.6803, 1.7800, -2.4868)
C (4.6615, -2.1874, 1.2253)
Te (2.8581, -1.1359, 0.8807)
C (4.1041, 0.5652, 0.6917)
H (5.0259, -1.7285, 2.1459)
H (5.3568, -2.0285, 0.4051)
H (4.4725, -3.2472, 1.3738)
H (4.6891, 0.3820, -0.2093)
H (4.7516, 0.6378, 1.5641)
H (3.5093, 1.4638, 0.5712)
Cl (2.3515, 1.3236, -2.3919)
C (3.4907, 0.0121, -2.6845)
C (4.4439, 0.1737, -3.6672)
C (5.2844, -0.8889, -3.9553)
C (5.1272, -2.0874, -3.2769)
C (4.1544, -2.2159, -2.2973)
Cl (3.9451, -3.7855, -1.5735)
C (3.3012, -1.1564, -1.9401)
N (2.2774, -1.2320, -0.9790)
H (4.5157, 1.1096, -4.2073)
H (6.0358, -0.7941, -4.7281)
H (5.7434, -2.9432, -3.5209)
C (0.8085, 0.9120, 0.3693)
Ge (0.9786, 2.1684, 1.9012)
C (-0.6853, 2.9163, 2.5342)
C (-1.4789, 3.6667, 1.6596)
C (-2.6011, 4.3349, 2.1322)
C (-2.9439, 4.2575, 3.4782)
C (-2.1668, 3.5092, 4.3519)
C (-1.0389, 2.8419, 3.8809)
C (1.8477, 1.2154, 3.3440)
C (3.1355, 1.5159, 3.7942)
C (3.7353, 0.7552, 4.7936)
C (3.0505, -0.3141, 5.3579)
C (1.7614, -0.6166, 4.9293)
C (1.1668, 0.1424, 3.9300)
C (2.0081, 3.6990, 1.2663)
C (1.9121, 4.0883, -0.0711)
C (2.5861, 5.2142, -0.5347)
C (3.3614, 5.9705, 0.3350)
C (3.4451, 5.6115, 1.6739)
C (2.7689, 4.4889, 2.1343)
H (-1.2287, 3.7245, 0.6064)
H (-3.2100, 4.9152, 1.4473)
H (-3.8195, 4.7802, 3.8455)
H (-2.4339, 3.4457, 5.4007)
H (-0.4325, 2.2668, 4.5735)
H (3.6874, 2.3402, 3.3578)
H (4.7367, 0.9985, 5.1308)
H (3.5171, -0.9059, 6.1363)
H (1.2219, -1.4465, 5.3723)
H (0.1634, -0.1000, 3.5998)
H (1.2943, 3.5194, -0.7523)
H (2.5015, 5.4996, -1.5773)
H (3.8873, 6.8466, -0.0249)
H (4.0300, 6.2108, 2.3627)
H (2.8248, 4.2449, 3.1906)

Cartesian forces (eV/Å) of the 2 atoms listed first:
-0.53 -0.10 3.84
0.14 -0.16 -0.14

Computed properties:
charge: 0
energy above the lowest of the compared OMol25 structures with the same formula, charge and spin: 0.0 kcal per mole
Kohn-Sham gap (alpha / beta): 6.7 / 6.7 eV

=====

The following is a quantum chemistry calculation of C52H45FHgN7OP2S as an isolated structure, from OMol25.

Cartesian coordinates (Å):
Hg (-0.5180, -2.1286, -1.2999)
C (-1.7436, 1.4207, -0.5329)
P (-0.8654, 1.2871, 1.1000)
C (-0.3293, 3.0412, 1.2882)
C (-0.8088, 3.9316, 2.2484)
C (-0.2944, 5.2185, 2.3478)
C (0.7022, 5.6440, 1.4811)
C (1.1827, 4.7700, 0.5148)
C (0.6789, 3.4814, 0.4246)
C (-2.2848, 1.2511, 2.2740)
C (-1.9935, 1.0439, 3.6258)
C (-3.0115, 0.9269, 4.5608)
C (-4.3436, 0.9885, 4.1630)
C (-4.6448, 1.1840, 2.8234)
C (-3.6219, 1.3228, 1.8906)
C (-0.8080, 1.4795, -1.6989)
C (-0.6029, 2.5486, -2.5622)
C (0.3672, 2.1122, -3.4983)
C (0.6680, 0.8034, -3.1429)
C (1.5901, -0.1460, -3.8478)
P (2.5259, -1.1540, -2.6000)
C (3.3302, 0.1950, -1.6497)
C (2.9010, 0.4144, -0.3433)
C (3.4103, 1.4745, 0.3968)
C (4.3564, 2.3199, -0.1615)
C (4.7881, 2.1124, -1.4670)
C (4.2726, 1.0590, -2.2064)
C (3.9275, -1.7339, -3.6386)
C (5.1839, -1.9686, -3.0737)
C (6.2196, -2.5038, -3.8234)
C (6.0247, -2.8287, -5.1601)
C (4.7794, -2.6145, -5.7327)
C (3.7441, -2.0758, -4.9799)
N (-0.0341, 0.4146, -2.0437)
H (-2.3735, 0.5291, -0.5966)
H (-2.3912, 2.3017, -0.5383)
H (-1.5883, 3.6181, 2.9316)
H (-0.6771, 5.8902, 3.1084)
H (1.1049, 6.6474, 1.5614)
H (1.9629, 5.0812, -0.1701)
H (1.0685, 2.8095, -0.3298)
H (-0.9594, 0.9451, 3.9398)
H (-2.7602, 0.7690, 5.6040)
H (-5.1392, 0.8809, 4.8927)
H (-5.6769, 1.2190, 2.4925)
H (-3.8853, 1.4640, 0.8506)
H (-1.0736, 3.5203, -2.4969)
H (0.7917, 2.6661, -4.3249)
H (1.0255, -0.8570, -4.4650)
H (2.2727, 0.4027, -4.5034)
H (2.1520, -0.2405, 0.0899)
H (3.0593, 1.6432, 1.4072)
H (4.7528, 3.1439, 0.4212)
H (5.5191, 2.7786, -1.9121)
H (4.6035, 0.9073, -3.2283)
H (5.3485, -1.7242, -2.0307)
H (7.1846, -2.6705, -3.3588)
H (6.8338, -3.2474, -5.7468)
H (4.6092, -2.8661, -6.7734)
H (2.7803, -1.9169, -5.4476)
C (0.1280, -2.0967, 3.7708)
N (-0.8495, -1.7390, 2.7559)
C (-2.0718, -2.4681, 2.9387)
C (-3.1290, -2.0869, 1.9502)
N (-2.9647, -1.6419, 0.7405)
C (-4.2484, -1.4639, 0.2355)
C (-4.6690, -0.9792, -1.0010)
C (-6.0305, -0.8715, -1.2268)
C (-6.9671, -1.2331, -0.2496)
C (-6.5672, -1.7177, 0.9849)
C (-5.1996, -1.8264, 1.2013)
N (-4.4545, -2.2379, 2.2846)
C (1.2599, -1.1146, 3.8105)
N (1.2131, 0.0830, 4.3580)
C (2.4778, 0.5969, 4.1482)
C (3.0146, 1.8405, 4.4817)
C (4.3393, 2.0869, 4.1644)
C (5.1295, 1.1176, 3.5252)
C (4.6090, -0.1135, 3.1689)
C (3.2737, -0.3549, 3.4790)
N (2.4629, -1.4420, 3.2802)
H (-0.3611, -2.0843, 4.7505)
H (0.5530, -3.0973, 3.6032)
H (-0.4419, -1.9561, 1.8325)
H (-1.9543, -3.5694, 2.8941)
H (-2.4707, -2.2360, 3.9365)
H (-3.9503, -0.7080, -1.7625)
H (-6.3790, -0.5043, -2.1840)
H (-8.0243, -1.1310, -0.4635)
H (-7.2897, -1.9919, 1.7444)
H (-4.7936, -2.4617, 3.2018)
H (2.3971, 2.5906, 4.9611)
H (4.7756, 3.0503, 4.4020)
H (6.1584, 1.3512, 3.2781)
H (5.2028, -0.8486, 2.6406)
H (2.5836, -2.3059, 2.6371)
O (2.4826, -3.5003, 1.7511)
S (2.0216, -3.0836, 0.3277)
N (0.4920, -2.7277, 0.3769)
F (-5.0202, -2.2525, -5.6511)
C (-4.0046, -2.2233, -4.7355)
C (-3.1441, -1.1472, -4.7250)
C (-2.1195, -1.1207, -3.7812)
C (-1.9453, -2.1505, -2.8519)
C (-2.8456, -3.2205, -2.9184)
C (-3.8793, -3.2701, -3.8494)
H (-3.2806, -0.3390, -5.4330)
H (-1.4650, -0.2575, -3.7480)
H (-2.7628, -4.0361, -2.2085)
H (-4.5840, -4.0919, -3.8794)

Cartesian forces (eV/Å) of the 2 atoms listed first:
-0.06 -0.16 -0.14
-0.02 0.04 -0.01

Computed properties:
charge: -2
energy above the lowest of the compared OMol25 structures with the same formula, charge and spin: 0.0 kcal per mole
Kohn-Sham gap (alpha / beta): 4.4 / 5.9 eV
multiplicity: 2

=====

Here are the calculated total energy numbers, same order: -4147.14017; -3178.14559; -7957.95277; -3801.36398 (Ha).
Here are the calculated strongest force on any atom numbers, same order: 0.058; 0.087; 0.075; 0.004 (hartree/bohr).